Record 1
Below is C17H24AsCeIN3Se3Te as an isolated structure in a non-equilibrium geometry, with properties calculated with ωB97M-V/def2-TZVPD.

ΔE to the lowest compared entry with this formula, charge and spin, eV: 1.674
Total charge: +1

```
51
Properties=species:S:1:pos:R:3:forces:R:3
Ce 1.12161 0.12662 0.11535 -1.389 -0.444 -1.350
Se 3.42224 -0.28363 -1.45845 -0.541 0.967 0.987
Se 3.72855 -0.46366 0.88623 0.511 -0.960 0.646
Te 2.54283 0.68617 3.02536 -0.936 -0.188 -0.869
Se 0.17676 -0.43729 2.74732 1.682 0.584 -0.452
C 2.22408 4.73842 0.24978 1.073 1.068 1.127
C 2.18762 3.39567 -0.00155 -0.377 -0.779 0.121
N 1.02859 2.70455 0.11626 -0.155 -0.378 -0.654
C -0.11851 3.35683 0.33838 -0.240 0.133 0.537
C -0.15739 4.73196 0.64032 0.797 -0.165 -1.027
C 1.07666 5.41129 0.63028 -1.148 -0.189 -0.162
C -1.38614 5.41554 0.99158 -1.537 -0.210 0.030
C -2.68516 5.00150 0.86149 1.846 1.076 0.380
C -3.30325 4.11336 -0.10744 -0.233 -0.380 0.434
C -4.62672 3.77342 0.12812 -1.010 0.410 1.671
C -5.27668 2.99881 -0.78963 0.852 -0.110 -1.871
N -4.66361 2.62865 -1.93956 0.448 -0.022 0.816
C -3.36926 2.95301 -2.03869 -0.592 -0.012 0.232
N -2.65319 3.68686 -1.18491 -0.007 -0.278 -0.233
H 3.16828 5.28420 0.40971 -0.355 -0.502 -0.769
H 3.06378 2.80410 -0.28148 -0.166 0.305 0.204
H -1.07068 2.79162 0.33011 0.912 0.181 0.073
H 1.10207 6.47735 0.87843 0.073 -0.434 -0.014
H -1.24208 6.39272 1.45227 -0.003 -0.396 0.503
H -3.38012 5.48378 1.54115 -0.126 0.338 -0.415
H -5.14533 4.12381 1.06247 0.608 -0.414 -1.117
H -6.29072 2.67888 -0.73076 -0.646 -0.053 0.389
H -2.84372 2.54867 -2.88926 0.074 0.130 -0.244
C 2.93674 -3.99077 1.68542 0.809 0.536 -0.308
C 1.51311 -4.32064 1.22139 -0.589 1.163 -0.426
As 0.94346 -3.16066 -0.34594 -0.466 -1.372 0.730
C -0.88252 -4.05380 -0.66865 1.435 0.237 -0.167
C -1.97234 -3.72592 0.34994 0.685 -0.554 -0.184
C 1.99695 -3.98516 -1.84252 -0.033 0.752 0.133
C 2.91318 -5.18236 -1.57534 -1.311 -0.165 0.317
H 3.58347 -4.87181 1.78950 -0.297 0.131 -0.021
H 2.97319 -3.44350 2.64467 -0.264 -0.347 -0.321
H 3.46077 -3.30499 0.96936 -0.349 -0.681 0.428
H 0.78426 -3.98784 1.97398 0.158 -0.540 -0.041
H 1.31528 -5.36046 0.91441 0.233 0.433 0.311
H -0.60247 -5.13231 -0.65034 -0.373 0.674 -0.316
H -1.14421 -3.70297 -1.69063 0.024 -0.480 0.610
H -1.75407 -4.16222 1.34551 -0.057 0.509 -0.473
H -2.88294 -4.19617 -0.01017 -0.293 0.143 0.110
H -2.09196 -2.64688 0.37230 -0.285 0.110 0.353
H 2.52932 -3.09997 -2.16079 0.313 0.011 -0.605
H 1.21815 -4.21769 -2.56510 0.100 -0.019 -0.251
H 3.71739 -4.94517 -0.89348 0.156 -0.022 0.157
H 3.31528 -5.67801 -2.46379 -0.066 0.512 -0.094
H 2.23693 -5.91609 -1.12854 0.482 -0.335 0.255
I -0.73749 -0.03782 -2.25409 0.573 0.027 0.828
```
Positions in Å, forces in eV/Å.

Atom charges from the Löwdin analysis, given in e for atoms 1 to 5: -0.970 0.285 0.064 0.618 0.093



Record 2
Below is C17H24AuF5N3OSTa as an isolated structure in a non-equilibrium geometry, with properties calculated with ωB97M-V/def2-TZVPD.

ΔE to the lowest compared entry with this formula, charge and spin, eV: 0.988
Total charge: +2

```
53
Properties=species:S:1:pos:R:3:forces:R:3
N 2.67875 -0.39187 -0.14449 0.559 -0.173 0.184
C 3.66937 -0.83733 0.43801 2.621 -0.367 -0.498
O 4.71145 -1.22761 0.82095 -2.980 0.865 -0.470
Au 2.02676 0.23033 -3.14462 -0.069 0.299 0.440
Ta 0.83140 0.18236 -0.46593 -1.302 -1.828 1.843
N -0.21625 -1.29078 -1.24031 1.287 0.670 -0.924
N 0.09170 1.85282 -1.12658 -0.013 0.300 -0.856
C -0.07531 -2.73074 -0.92758 -0.049 -0.895 -0.266
C 0.70854 3.18233 -1.20136 -0.211 0.290 -0.282
C 1.06949 -3.32563 -1.75298 0.402 -0.174 -0.171
C -1.35271 -3.48868 -1.31480 -0.314 -0.068 0.098
C 0.21249 -2.90935 0.54849 -0.144 -0.194 0.220
C 0.37169 3.80220 -2.55805 0.062 0.400 -0.010
C 0.13259 4.06638 -0.08232 0.048 0.329 0.320
C 2.21304 3.04989 -1.03748 -0.255 0.233 0.176
H 0.92700 -3.17914 -2.83023 -0.040 -0.207 0.213
H 1.14283 -4.41201 -1.57489 0.007 0.496 -0.065
H 2.02213 -2.85759 -1.48802 0.043 -0.106 0.122
H -2.23137 -3.04411 -0.83681 0.044 -0.095 -0.054
H -1.26457 -4.52714 -0.96601 -0.018 0.325 -0.070
H -1.51924 -3.52991 -2.40084 0.087 0.022 0.358
H 1.12725 -2.38671 0.86516 -0.161 -0.098 0.005
H 0.35903 -3.98206 0.73719 0.063 0.362 0.110
H -0.64225 -2.57999 1.15147 0.186 0.022 -0.028
H 0.68234 3.13119 -3.37219 -0.074 0.116 0.052
H 0.92591 4.74829 -2.64776 -0.229 -0.283 -0.092
H -0.70074 4.02996 -2.64598 0.406 -0.069 -0.078
H -0.95576 4.18905 -0.17575 0.430 0.018 0.069
H 0.58285 5.06624 -0.17493 -0.151 -0.336 0.106
H 0.36688 3.66184 0.91295 -0.097 0.158 -0.291
H 2.48854 2.58276 -0.08172 0.055 0.100 -0.080
H 2.64299 4.05998 -1.06871 0.142 -0.408 0.063
H 2.64006 2.47066 -1.87050 0.110 -0.031 -0.100
C -1.37538 1.81974 -1.38609 -0.167 -0.110 -0.304
H -1.83195 0.88344 -1.01678 0.237 0.389 -0.105
H -1.86059 2.66779 -0.87455 0.264 -0.488 -0.098
H -1.59253 1.91909 -2.46934 0.201 -0.129 0.558
C -0.71452 -1.09522 -2.63126 -0.706 0.076 -0.357
H -1.80696 -1.23199 -2.68155 0.384 0.110 0.013
H -0.47275 -0.09109 -3.00007 -0.308 0.062 0.059
H -0.25390 -1.79516 -3.35322 -0.232 0.235 0.597
F -3.09166 -1.87875 5.76925 1.207 0.868 -0.790
C -2.19330 -1.21436 5.01531 -0.846 -0.569 0.244
C -2.44440 0.09520 4.61057 -0.829 0.412 0.281
F -3.56902 0.72657 5.01735 1.309 -0.585 -0.364
C -1.57098 0.71551 3.72430 -0.235 1.066 -0.467
F -1.80424 2.00966 3.39182 0.011 -1.242 0.036
C -0.47855 0.04676 3.14689 0.034 -0.239 -0.075
S 0.37981 0.81805 1.76835 -0.447 0.144 1.102
C -0.16705 -1.20472 3.69881 1.008 -0.614 -0.147
F 1.03228 -1.80142 3.41909 -1.453 0.510 -0.146
C -1.03755 -1.85670 4.56834 0.113 -0.916 0.201
F -0.81364 -3.13808 4.93942 0.011 1.348 -0.282
```
Positions in Å, forces in eV/Å.

Atom charges from the Löwdin analysis, given in e for atoms 1 to 5: -0.126 -0.336 0.238 0.778 1.358



Record 3
Below is C17H24BF4N6Ni as an isolated structure in a non-equilibrium geometry, with properties calculated with ωB97M-V/def2-TZVPD.

E, Eh: -2923.2881
Spin multiplicity: 3
⟨S²⟩: 2.011
Total charge: +1

```
53
Properties=species:S:1:pos:R:3:forces:R:3
Ni -13.14072 -1.13200 -5.56497 0.529 -1.060 1.247
C -11.11745 0.75538 -4.92835 -1.593 2.015 -0.818
C -10.20401 -0.24822 -5.52134 1.602 -0.740 -0.240
N -11.02235 -1.28028 -6.21958 0.052 0.372 -1.912
C -10.66088 -2.67720 -5.88763 0.283 -1.971 -0.346
C -11.19533 -3.08929 -4.47787 -0.184 -0.382 0.103
N -12.53422 -2.57126 -4.17131 -0.818 0.985 -0.584
C -12.67696 -1.82702 -2.88881 0.367 -1.787 0.659
C -11.98381 -0.51893 -2.97611 0.358 2.053 -0.248
N -12.33568 0.17186 -4.31177 0.183 0.027 2.000
H -11.47274 1.38936 -5.79533 0.209 -0.373 1.021
H -10.58807 1.39939 -4.23196 0.046 0.184 0.100
H -9.49942 -0.69353 -4.78524 -0.790 -0.163 -0.220
H -9.47014 0.29675 -6.18616 -0.986 -0.632 0.289
H -10.95633 -1.07734 -7.26662 -0.070 -0.790 1.896
H -9.54728 -2.81765 -5.92683 -0.888 0.125 0.167
H -11.07071 -3.48431 -6.60032 0.448 1.881 0.574
H -10.51893 -2.69416 -3.73873 0.438 -0.093 0.446
H -11.29517 -4.20089 -4.33682 0.778 0.954 -0.448
H -13.20511 -3.35870 -4.17989 -0.099 0.380 0.173
H -12.12713 -2.48661 -2.12897 -1.301 1.104 -0.312
H -13.76577 -1.60404 -2.65356 1.251 -1.030 -0.313
H -10.87633 -0.55282 -2.93092 -0.665 -0.191 0.127
H -12.35359 0.15002 -2.15240 0.625 -0.626 -0.617
H -13.05506 0.85905 -4.04268 0.831 0.143 -0.634
C -16.15879 3.55600 -5.84766 -0.897 -0.267 3.256
C -15.95377 3.19672 -7.13415 0.408 -0.923 -0.895
C -15.48922 1.91156 -7.42284 -0.269 0.597 -1.086
C -15.21565 1.03570 -6.37737 0.456 0.499 0.903
C -15.58721 1.35082 -5.01357 1.275 0.745 -0.473
C -15.94847 2.67889 -4.72679 0.127 -1.625 -1.678
N -14.44328 -0.11619 -6.67488 -2.249 2.058 -3.272
N -14.44942 -0.36613 -7.96903 -1.262 1.269 3.582
C -14.18249 -1.67560 -8.11624 3.095 -2.414 0.044
C -14.28024 -2.29830 -9.38632 0.566 1.839 1.949
C -13.81040 -3.57049 -9.47971 -0.360 -1.982 -1.438
C -13.46831 -4.25381 -8.32663 -0.063 0.427 1.016
C -13.47114 -3.61097 -7.09985 -0.863 1.835 0.468
N -13.64974 -2.26115 -6.98654 -1.530 -3.532 -3.684
H -16.72364 4.43531 -5.59621 0.455 0.774 -0.176
H -16.11071 3.91427 -7.92300 -0.262 -0.055 -0.153
H -15.38041 1.59661 -8.49629 0.183 0.436 1.491
H -15.51141 0.62095 -4.18155 0.110 0.296 -0.815
H -16.05912 2.90600 -3.66867 -0.466 0.504 -0.446
H -14.53287 -1.62911 -10.18134 -0.427 -0.159 -0.554
H -13.85275 -4.12478 -10.45220 0.264 0.686 0.968
H -13.20972 -5.27760 -8.25080 0.005 -0.939 -0.581
H -13.54628 -4.07953 -6.12299 0.826 -0.623 -0.261
F -14.40235 -4.41066 -4.27158 -1.731 0.861 -0.183
B -15.80528 -3.67287 -4.37093 0.383 -0.275 0.252
F -15.51770 -2.24988 -4.16515 0.316 -0.978 -0.580
F -16.30364 -3.92936 -5.64887 0.687 0.409 0.727
F -16.61556 -4.12296 -3.36173 0.616 0.150 -0.491
```
Positions in Å, forces in eV/Å.

Atom charges from the Löwdin analysis, given in e for atoms 1 to 5: 0.658 -0.201 -0.196 -0.083 -0.171